Below is C12H24NO8Sr as an isolated structure in a non-equilibrium geometry, with properties calculated with ωB97M-V/def2-TZVPD.

Summary:
Frontier orbital gap in eV: 6.611
HOMO in eV: -4.30
Total charge: -1
2S+1: 1

Each line ends with the Löwdin charge.
Atoms and positions in Å:
1 Sr 0.20736 -0.11591 -0.18988  1.586
2 C -3.19875 -0.72055 -3.20888  -0.026
3 C -2.08894 -0.56807 -2.20814  -0.829
4 O -1.14446 -1.36787 -2.16508  -0.091
5 O -2.05527 0.41884 -1.48465  -0.127
6 H -2.99699 0.03641 -3.96677  0.072
7 H -4.15499 -0.39125 -2.80234  0.066
8 H -3.22498 -1.63993 -3.79382  0.070
9 C 3.37321 1.15876 -3.81652  -0.045
10 C 2.35842 0.26868 -3.05355  -0.739
11 O 1.54812 0.75015 -2.19125  -0.207
12 O 2.48370 -0.94622 -3.23291  -0.042
13 H 3.12546 1.25227 -4.87386  0.050
14 H 4.32189 0.62781 -3.89526  0.059
15 H 3.44258 2.20290 -3.51145  0.051
16 C 3.65703 -1.64233 2.25785  -0.021
17 C 2.70809 -1.05099 1.24010  -0.832
18 O 1.98588 -1.81913 0.58271  -0.129
19 O 2.55569 0.16720 1.18252  -0.099
20 H 4.56796 -1.10088 2.51307  0.066
21 H 3.94018 -2.65762 1.98019  0.070
22 H 2.97636 -1.55426 3.10464  0.069
23 C -1.38500 -3.64138 0.41316  -0.058
24 O -0.87701 -2.32139 0.84755  -0.289
25 C -1.53604 -1.88840 2.08787  -0.179
26 C -1.00058 -0.57089 2.73599  -0.199
27 N -1.27185 0.52922 1.81128  -0.143
28 C -0.69301 1.76077 2.45636  -0.162
29 C -0.84232 2.96347 1.49915  -0.236
30 O -0.09238 2.67739 0.36113  -0.229
31 C -0.28604 3.68955 -0.66165  -0.060
32 H -2.38329 -3.58762 -0.02116  0.083
33 H -1.37646 -4.44539 1.14910  0.081
34 H -0.79559 -3.92240 -0.45960  0.096
35 H -1.49241 -2.71518 2.79683  0.110
36 H -2.59799 -1.88672 1.84220  0.117
37 H 0.06657 -0.65128 2.94293  0.122
38 H -1.50416 -0.54085 3.70222  0.116
39 H -2.25536 0.59407 1.59081  0.124
40 H 0.34887 1.57372 2.71634  0.121
41 H -1.14980 2.00826 3.41459  0.112
42 H -0.36003 3.83244 1.94678  0.122
43 H -1.86871 3.25908 1.28183  0.121
44 H 0.39499 4.53346 -0.55151  0.086
45 H -1.33159 3.99764 -0.66192  0.084
46 H -0.09833 3.44441 -1.70700  0.092

Force components x, y, z for each atom (eV/Å):
1.28 -0.28 -2.32
-0.30 0.69 -0.90
1.18 -1.41 -0.60
0.43 -1.96 -0.45
-1.29 3.20 2.03
0.15 0.26 -0.11
-0.11 -0.45 0.14
-0.08 -0.26 0.61
-0.50 0.20 -0.67
0.10 -0.81 1.17
0.10 1.10 -0.32
0.25 -0.18 -0.73
-0.61 -0.25 -0.20
0.14 0.21 0.62
0.23 -0.16 0.59
0.10 -0.09 0.00
0.14 -0.61 -0.64
-0.40 -1.48 -0.23
-0.10 2.69 0.60
-0.21 0.42 -0.32
-0.38 -0.08 0.33
0.37 -0.72 0.63
0.49 1.34 -0.95
-1.11 -0.97 1.35
0.42 -1.09 -0.72
-1.07 -2.07 -1.69
1.39 0.88 2.25
-1.22 0.41 -1.24
1.28 -0.17 1.06
-0.13 0.14 -2.26
-0.09 0.10 -0.08
-0.37 0.49 0.38
0.35 0.39 0.47
0.42 0.12 0.32
0.51 -0.05 0.35
-0.37 0.85 0.08
0.12 0.03 -0.26
-0.21 0.45 0.23
-0.15 0.25 0.04
0.17 -0.06 -0.57
-0.49 -0.04 0.14
-0.16 0.31 0.56
-0.31 -0.41 -0.11
-0.10 0.23 0.80
-0.03 0.26 0.26
0.22 -1.43 0.34

---

Below is C24H31AuF5N3O2PSTe as an isolated structure in a non-equilibrium geometry, with properties calculated with ωB97M-V/def2-TZVPD.

Summary:
Frontier orbital gap (alpha / beta) in eV: 8.493 / 5.651
<S²>: 2.052
HOMO (alpha / beta) in eV: -11.52 / -11.72
Total charge: +1
2S+1: 3

Each line ends with the Löwdin charge.
Atoms and positions in Å:
1 Au 0.54387 0.05887 0.94286  0.785
2 N -0.85796 1.12863 -1.35036  0.219
3 C -2.03025 0.67984 -0.76835  -0.255
4 C -3.14067 1.57642 -0.95296  0.035
5 C -4.41975 1.18951 -0.52161  -0.031
6 C -4.58092 -0.05062 0.10555  0.003
7 C -3.49602 -0.95575 0.23959  -0.056
8 C -2.20847 -0.55583 -0.11502  -0.192
9 P -0.70248 -1.84080 0.28434  0.894
10 C -1.21909 -2.50080 -1.35772  -0.296
11 C -2.15349 -3.53964 -1.43428  -0.077
12 C -2.23742 -4.30822 -2.57613  -0.058
13 C -1.54576 -3.97784 -3.74533  -0.067
14 C -0.77019 -2.84457 -3.72984  -0.063
15 C -0.62337 -2.08767 -2.54677  -0.079
16 C -1.56447 -2.60774 1.69096  -0.328
17 C -1.54029 -4.01303 1.77283  -0.080
18 C -2.03927 -4.62921 2.88723  -0.067
19 C -2.40306 -3.90227 4.00720  -0.064
20 C -2.48466 -2.53312 3.90832  -0.068
21 C -2.06240 -1.85263 2.75957  -0.089
22 H 0.05577 0.66048 -1.19861  0.023
23 H -0.76098 2.13664 -1.51216  0.095
24 H -2.90561 2.55465 -1.40666  0.135
25 H -5.26916 1.83558 -0.72365  0.120
26 H -5.53169 -0.31031 0.52808  0.118
27 H -3.66313 -1.92426 0.67482  0.106
28 H -2.76393 -3.77521 -0.57752  0.099
29 H -2.85220 -5.21573 -2.57940  0.119
30 H -1.57584 -4.59460 -4.64645  0.118
31 H -0.17920 -2.57165 -4.61466  0.121
32 H 0.03437 -1.22004 -2.59216  0.099
33 H -1.09042 -4.57611 0.94745  0.115
34 H -2.05459 -5.72446 2.95993  0.122
35 H -2.66963 -4.40515 4.94684  0.124
36 H -2.75914 -1.95270 4.77933  0.111
37 H -2.18867 -0.77155 2.66801  0.107
38 C 3.69280 6.45679 1.82006  -0.058
39 N 2.25926 6.44922 1.63578  -0.035
40 C 1.73396 5.47324 0.86367  -0.635
41 S 0.28634 4.53531 1.37039  1.034
42 N 2.02274 5.37442 -0.40949  -0.095
43 C 2.81654 6.43803 -1.06666  -0.054
44 H 3.92964 6.67404 2.84268  0.089
45 H 4.18025 7.22007 1.19164  0.088
46 H 4.08755 5.47787 1.57159  0.084
47 H 1.62967 6.80667 2.36340  0.144
48 H 1.07914 4.60161 -1.10585  0.029
49 H 3.83741 6.10886 -1.18030  0.084
50 H 2.79380 7.36767 -0.48709  0.084
51 H 2.37499 6.57091 -2.04346  0.085
52 F 4.28709 0.89109 -0.71611  -0.481
53 Te 2.90684 2.24100 -0.89086  1.898
54 F 1.93409 0.67940 -1.92935  -0.605
55 F 4.18875 3.28052 0.28043  -0.557
56 F 0.50704 4.86284 2.99389  -0.453
57 F 0.43114 3.81196 -1.56814  -0.340
58 O 1.81525 1.76562 0.60559  -0.856
59 C 2.32338 -4.47032 -0.03883  -0.040
60 C 1.65955 -3.15962 -0.50009  -0.427
61 C 2.67349 -2.04129 -0.46348  -0.078
62 O 0.59637 -2.96288 0.50035  -0.309
63 H 3.02692 -4.76534 -0.80404  0.081
64 H 1.59865 -5.27237 0.04021  0.075
65 H 2.88848 -4.38470 0.91412  0.102
66 H 1.25308 -3.37908 -1.49588  0.128
67 H 3.03006 -1.80669 0.53693  0.090
68 H 2.30194 -1.12409 -0.95798  0.029
69 H 3.56394 -2.29990 -1.02640  0.095

Force components x, y, z for each atom (eV/Å):
0.80 -0.12 -0.50
-1.26 -0.68 1.72
1.23 2.06 -1.61
-1.17 -0.24 0.47
1.63 0.91 -0.83
1.05 -0.67 -0.17
-0.17 1.41 -0.23
-0.07 -0.61 0.64
-0.57 -1.17 0.14
0.10 0.15 -0.37
0.45 -0.25 0.20
-0.67 -0.68 -0.58
0.08 -0.22 0.25
0.64 0.85 0.12
0.47 -0.22 -0.56
0.31 -0.18 0.01
0.16 0.63 -0.76
0.30 -1.52 0.66
-0.62 -0.20 0.21
0.60 1.14 0.22
-0.32 -0.62 -0.22
-0.49 0.19 -0.61
0.05 -0.16 -0.32
-0.49 -0.62 0.15
0.15 -0.05 0.29
-0.38 -0.21 -0.05
-0.08 -0.02 0.16
0.05 -0.29 0.13
0.05 0.50 0.08
-0.16 0.11 0.42
-0.43 0.05 0.42
0.06 -0.19 0.16
-0.37 0.11 0.47
0.10 0.48 -0.17
0.07 0.23 -0.55
-0.20 0.03 -0.04
0.26 -0.28 0.19
0.74 0.59 -0.44
-1.32 -0.41 0.88
-1.00 0.93 -2.32
1.19 0.99 1.48
-0.83 -0.52 0.66
-0.58 -0.62 0.52
0.08 0.06 0.55
-0.12 -0.29 0.22
0.17 -0.09 -0.06
0.83 -0.48 -0.19
0.35 -0.54 -0.24
0.41 -0.05 -0.04
-0.13 -0.20 -0.22
0.01 0.19 -0.26
-1.19 0.98 -0.26
0.26 -2.19 2.66
0.12 0.98 0.49
-1.20 -0.64 -0.81
-0.46 -0.46 -1.06
0.39 0.61 0.58
1.15 0.49 -1.52
0.20 0.21 0.29
0.61 -1.21 1.45
-0.28 0.84 -0.77
0.06 1.42 -1.15
0.31 -0.09 -0.24
-0.20 -0.10 0.13
-0.52 0.16 -0.53
-0.18 0.53 0.28
-0.26 -0.10 0.23
0.10 -0.36 0.38
0.11 -0.26 -0.21

---

Below is C23H31MoN9O9S as an isolated structure in a non-equilibrium geometry, with properties calculated with ωB97M-V/def2-TZVPD.

Summary:
Frontier orbital gap (alpha / beta) in eV: 6.731 / 7.922
<S²>: 2.013
HOMO (alpha / beta) in eV: -13.64 / -14.18
Total charge: +2
2S+1: 3

Each line ends with the Löwdin charge.
Atoms and positions in Å:
1 Mo -0.36471 0.15183 0.27547  1.859
2 O -0.92673 3.29515 1.47598  0.177
3 C -0.00552 2.54621 1.55227  -0.506
4 O -0.18880 1.19639 1.80472  -0.284
5 C 1.44851 2.96886 1.38505  -0.070
6 C 2.40653 1.92361 1.99332  -0.244
7 C 3.82709 2.48798 2.06605  -0.073
8 C 4.27584 2.38767 0.58567  -0.075
9 C 3.00853 1.84262 -0.06915  -0.244
10 O 2.47847 0.94782 0.92880  -0.100
11 C 1.92279 2.95135 -0.12011  -0.056
12 C 0.93147 2.50504 -1.18571  -0.476
13 O 1.06877 2.74950 -2.34318  0.169
14 O -0.05334 1.69037 -0.72435  -0.229
15 H 1.54523 3.95962 1.81604  0.167
16 H 2.05058 1.46513 2.90906  0.156
17 H 4.45229 1.88091 2.71586  0.122
18 H 3.83474 3.50989 2.44301  0.127
19 H 5.09172 1.67820 0.46385  0.122
20 H 4.58194 3.34050 0.15713  0.128
21 H 3.16507 1.32875 -1.01463  0.155
22 H 2.33604 3.89894 -0.44727  0.168
23 N 4.14182 -1.44010 -3.76140  0.177
24 C 3.10513 -1.27299 -2.93126  -0.289
25 C 1.91068 -0.65149 -3.34871  0.020
26 C 0.90550 -0.43812 -2.45360  -0.126
27 N 0.97952 -0.79478 -1.14889  -0.108
28 C 2.10073 -1.44248 -0.75971  -0.135
29 C 3.15104 -1.70304 -1.58890  0.011
30 H 4.09980 -1.13601 -4.71795  0.125
31 H 4.97954 -1.90452 -3.45747  0.124
32 H 1.78643 -0.32828 -4.37459  0.132
33 H -0.00556 0.03789 -2.77736  0.116
34 H 2.13932 -1.74325 0.27890  0.115
35 H 4.02659 -2.21593 -1.20935  0.129
36 N -4.65566 -3.57951 -1.15925  0.236
37 C -3.97931 -3.20537 -2.23306  -0.433
38 N -4.23493 -3.74540 -3.41662  0.220
39 N -3.03849 -2.25949 -2.20222  0.194
40 C -2.38613 -1.57413 -1.39764  -0.224
41 N -1.64867 -0.89697 -0.77478  -0.023
42 H -5.27858 -4.36980 -1.19328  0.140
43 H -4.42756 -3.19084 -0.25303  0.058
44 H -4.92160 -4.47005 -3.53275  0.135
45 H -3.72531 -3.43178 -4.22430  0.136
46 C -7.08624 -2.50346 2.70439  -0.096
47 C -6.25453 -1.23123 2.57335  -0.271
48 S -4.52020 -1.59430 2.36399  0.693
49 O -3.78501 -0.41684 1.97240  -0.308
50 O -4.37207 -2.74880 1.48933  -0.340
51 C -3.99701 -2.07987 4.01974  -0.173
52 C -2.73707 -2.96883 4.07967  -0.081
53 N -1.70762 -2.68200 3.05270  0.073
54 C -1.10538 -1.49372 2.90650  -0.288
55 N -0.41388 -1.45330 1.75222  -0.026
56 C -0.56038 -2.69230 1.16946  -0.055
57 C -1.37156 -3.44236 1.93280  -0.126
58 N -1.93160 -4.70893 1.54293  -0.326
59 O -2.52317 -5.37870 2.36193  0.118
60 O -1.76531 -5.01139 0.37448  0.100
61 C -1.16630 -0.42160 3.93320  0.027
62 H -8.14209 -2.24205 2.75622  0.095
63 H -6.84407 -3.06736 3.60538  0.078
64 H -6.93533 -3.15308 1.84464  0.076
65 H -6.30436 -0.60300 3.46683  0.116
66 H -6.53844 -0.63543 1.70358  0.118
67 H -4.84483 -2.63001 4.42917  0.107
68 H -3.87342 -1.13960 4.55809  0.111
69 H -3.01325 -4.00207 3.95746  0.113
70 H -2.27389 -2.85395 5.05612  0.139
71 H -0.05211 -2.99025 0.26991  0.122
72 H -1.36067 -0.83643 4.92046  0.098
73 H -1.94761 0.29526 3.67818  0.096
74 H -0.22461 0.11164 3.95268  0.087

Force components x, y, z for each atom (eV/Å):
1.14 -0.87 -0.96
0.02 -0.21 0.23
0.11 0.91 0.22
-0.19 0.87 0.95
0.02 -0.66 -0.29
0.09 0.25 -0.02
0.00 0.01 -0.12
-0.06 0.00 0.06
0.19 0.14 0.12
-0.01 0.03 -0.02
-0.39 -0.31 0.15
0.45 0.25 0.16
-0.27 -0.06 -0.06
-0.09 0.49 -0.48
-0.01 0.08 0.02
-0.04 -0.11 -0.02
0.01 0.00 0.01
0.01 -0.03 0.02
0.02 0.01 0.01
0.01 -0.02 0.00
-0.07 -0.10 0.01
-0.01 0.09 0.00
-0.03 -0.06 0.05
-0.08 0.04 0.05
0.10 -0.04 -0.18
-0.03 -0.13 0.07
0.33 -0.03 0.18
-0.17 0.08 0.20
0.21 -0.08 -0.10
-0.01 0.01 -0.02
0.01 0.00 -0.01
-0.01 0.01 0.06
-0.07 0.16 0.02
0.07 0.07 0.04
-0.09 0.01 0.03
0.19 -0.08 -0.22
-0.12 0.11 0.21
0.01 -0.05 -0.06
0.25 0.16 -0.27
-0.21 -0.33 -0.06
-1.20 -0.36 -0.42
-0.02 0.01 0.00
-0.08 0.02 0.24
-0.05 0.00 -0.02
0.04 0.02 0.00
-0.01 0.04 -0.04
0.11 -0.23 0.17
0.27 0.01 -0.16
-0.07 0.08 0.18
-0.01 -0.20 0.21
0.13 0.06 -0.37
0.00 0.14 -0.19
-0.51 -0.10 -0.09
0.24 0.19 0.02
-0.05 -0.45 0.26
0.28 -0.04 -0.02
-0.34 0.21 0.21
0.00 -0.33 -0.14
0.06 0.17 0.09
0.00 0.13 0.19
-0.12 0.01 -0.12
0.03 0.04 0.01
-0.01 0.02 -0.01
-0.03 0.01 0.01
-0.06 0.09 -0.12
0.13 0.02 0.02
0.14 -0.02 0.19
-0.06 -0.05 0.02
0.00 -0.23 -0.04
0.00 -0.03 0.06
-0.15 0.10 -0.14
0.00 -0.04 -0.02
-0.01 0.03 0.01
0.08 0.02 0.03